1.
ORCA calculation (wB97M-V/def2-TZVPD) on a cluster of 5 separate species, C2H13O5 in total at a distorted geometry.

```
! wB97M-V def2-TZVPD RIJCOSX def2/J DEFGRID3
* xyz -1 1
C -0.403 -2.186 0.559
O -0.619 -2.158 -0.835
C 1.050 -2.092 0.971
H -0.864 -3.102 0.954
H -0.990 -1.418 1.083
H 1.399 -1.077 0.760
H 1.692 -2.768 0.401
H 1.153 -2.297 2.039
H -1.748 2.263 -0.818
H -0.232 2.321 -0.618
O -0.948 2.505 -1.293
H -0.057 1.164 1.703
H -0.698 2.221 2.564
O -0.725 1.271 2.431
H 0.877 0.126 -1.290
H 1.800 1.493 0.491
O 0.891 1.296 0.237
H -0.463 -1.255 -1.167
H 0.152 1.086 -2.108
O 0.604 0.236 -2.230
*
```

Calculated values
**Total energy**: -460.248140 Ha
**Gap between HOMO and LUMO**: 8.90 eV
**ΔE to the lowest compared entry with this formula, charge and spin**: 13.4 kJ/mol


2.
ORCA calculation (wB97M-V/def2-TZVPD) on a cluster of 5 separate species, C2H13O5 in total at a distorted geometry.

```
! wB97M-V def2-TZVPD RIJCOSX def2/J DEFGRID3
* xyz -1 1
C 3.468 3.290 -0.502
O 4.510 2.610 0.179
C 3.500 4.799 -0.074
H 2.591 2.674 -0.153
H 3.483 3.200 -1.455
H 4.375 5.022 0.381
H 2.598 4.859 0.616
H 3.371 5.591 -0.917
H -3.159 -3.590 -0.741
H -4.375 -2.461 0.282
O -2.864 -2.953 -0.077
H -2.981 -4.046 0.797
H -3.476 -3.809 2.303
O -3.285 -4.582 1.705
H -0.132 -2.905 -0.331
H -5.722 -2.488 -0.466
O -5.443 -2.189 0.456
H 5.327 3.107 0.117
H -1.394 -3.043 -0.974
O -0.391 -3.087 -1.145
*
```

Calculated values
**Total energy**: -460.161699 Ha
**Gap between HOMO and LUMO**: 7.50 eV
**ΔE to the lowest compared entry with this formula, charge and spin**: 240.3 kJ/mol


3.
ORCA calculation (wB97M-V/def2-TZVPD) on a cluster of 4 separate species, C2H14N2O3 in total at a distorted geometry.

```
! wB97M-V def2-TZVPD RIJCOSX def2/J DEFGRID3
* xyz 0 1
N 2.035 -0.839 0.100
C 1.036 0.207 0.486
C 0.311 0.703 -0.761
N -0.776 1.602 -0.371
H 2.384 -0.502 -0.808
H 2.844 -0.637 0.692
H 1.462 1.029 1.032
H 0.303 -0.267 1.134
H 1.012 1.264 -1.395
H -0.036 -0.200 -1.278
H -1.249 1.907 -1.215
H -1.476 1.025 0.090
O 0.333 2.930 2.031
H 0.033 2.754 1.120
H 0.172 3.871 2.162
O -2.328 -1.318 -1.117
H -2.305 -0.881 -1.974
H -1.601 -1.967 -1.156
O -0.237 -3.102 -0.282
H 0.007 -2.454 0.391
H -0.790 -3.733 0.194
*
```

Calculated values
**Total energy**: -419.818315 Ha
**SMILES**: NCCN.O.O.O
**Gap between HOMO and LUMO**: 10.63 eV
**ΔE to the lowest compared entry with this formula, charge and spin**: 56.8 kJ/mol


Question: The highest gap between HOMO and LUMO belongs to which entry?
Answer: C2H14N2O3


Question: Which value of gap between HOMO and LUMO does entry 3 give?
Answer: 10.63 eV